ORCA calculation (ωB97M-V with the def2-TZVPD basis set) on C16H25Cl2O4P2Pd as an isolated structure at a distorted geometry.

Properties
energy above the lowest of the compared OMol25 structures with the same formula, charge and spin: 3.36 kcal per mole
<S²>: 6.04
net charge: +3
LUMO level (spin up / spin down): -11.7 / -13.2 eV
multiplicity: 5
calculated total energy: -72257.422 eV

CARTESIAN COORDINATES (ANGSTROEM)
C  0.7836  -0.3982  -5.3924
C  1.2835  -0.3247  -3.9999
H  1.6338  -0.3673  -6.0917
H  0.0721  0.4416  -5.5096
H  0.1836  -1.3301  -5.4637
O  2.2429  -0.3322  -3.2914
Cl  -2.3946  -0.2876  -1.8364
Pd  0.0031  -0.1932  -1.4550
P  0.1332  2.1474  -1.1495
C  1.3148  2.9188  0.0075
C  0.4218  2.9495  -2.7546
H  0.5777  4.0258  -2.6295
H  -1.6384  3.7206  -0.8445
H  -0.4547  2.7531  -3.3798
H  -2.2580  2.0343  -1.0621
H  2.3413  2.7206  -0.3216
H  1.2979  2.4872  -3.2161
C  -1.5037  2.6705  -0.5745
H  1.1557  4.0039  0.0589
H  -1.5766  2.5446  0.5108
H  1.1884  2.4971  1.0139
P  0.2492  -2.4756  -0.8735
C  1.5320  -3.1334  0.2282
C  -1.3170  -2.9478  -0.0991
H  -0.4765  -3.2341  -2.9936
H  0.4920  -4.5106  -2.1485
H  1.3065  -3.1126  -2.9288
C  0.4149  -3.4479  -2.3968
H  -2.1230  -2.4205  -0.6296
H  -1.4323  -4.0318  -0.1702
H  1.3132  -4.1895  0.4258
H  1.5289  -2.5724  1.1708
H  -1.3081  -2.6324  0.9500
H  2.5197  -3.0430  -0.2372
C  1.8684  -0.1377  -0.0336
O  3.0117  -0.0613  0.1336
Cl  -1.8627  1.3961  7.4139
C  -1.4206  0.9394  5.8368
C  -0.3099  0.1087  5.6112
C  0.0742  -0.1846  4.3119
C  -0.6562  0.2782  3.2130
C  -1.7955  1.0826  3.4300
C  -2.1649  1.4438  4.7430
C  -0.1579  -0.0034  1.7924
O  1.1251  -0.1902  1.7106
O  -0.9766  -0.0477  0.8433
H  0.2195  -0.2732  6.4568
H  0.9565  -0.8011  4.1417
H  -2.3990  1.4155  2.5648
H  -3.0191  2.1048  4.9145

Atomic forces in eV per Å
C -0.377 0.035 0.479
C 1.963 -0.130 2.246
H -0.290 -0.019 0.113
H 0.395 -0.343 -0.195
H 0.401 0.422 -0.107
O -2.165 0.028 -2.224
Cl 1.197 -0.011 -0.615
Pd -0.293 0.053 2.519
P -0.208 2.160 -0.101
C 0.290 -0.832 0.114
C -0.099 -0.716 -0.075
H -0.027 -0.125 0.072
H 0.065 0.023 0.048
H 0.101 0.150 -0.003
H 0.212 0.541 0.268
H -0.143 0.121 0.074
H 0.019 0.288 -0.024
C -0.303 -0.524 -0.054
H -0.198 -0.220 -0.236
H 0.015 0.064 -0.263
H 0.050 0.119 -0.235
P -0.160 -2.340 0.027
C 0.321 0.866 0.075
C -0.281 0.649 -0.054
H 0.113 -0.271 -0.096
H -0.037 0.091 0.010
H 0.008 -0.230 -0.040
C -0.206 0.799 -0.096
H 0.184 -0.459 0.352
H 0.113 -0.011 0.010
H -0.132 0.143 -0.154
H 0.063 -0.253 -0.159
H -0.092 -0.144 -0.237
H -0.134 -0.074 0.104
C 2.034 0.263 -0.256
O -2.629 -0.219 -0.679
Cl 0.388 -0.461 -1.290
C -0.555 0.705 1.144
C 0.591 -0.507 -1.015
C 0.545 -0.480 1.213
C -0.542 0.598 -0.281
C -0.818 0.487 0.735
C -0.375 0.067 -2.129
C 1.604 -0.566 -0.048
O -2.224 0.427 0.032
O 0.740 0.308 -0.080
H 0.377 -0.214 0.315
H -0.201 0.186 0.095
H 0.407 -0.154 0.719
H 0.292 -0.289 -0.019